Record 1
# C2H32O22Y

A molecular structure, C2H32O22Y (the ωB97M-V functional and the def2-TZVPD basis, the OMol25 dataset).

- F_max (hartree/bohr) = 0.127
- total energy (eV) = -48690.472
- gap between HOMO and LUMO (Eh) = 0.2352
- HOMO energy (Eh) = -0.18351
- total charge = -1

Geometry as XYZ:
```
57
Properties=species:S:1:pos:R:3:forces:R:3:mulliken_charge:R:1
Y 0.38590 -1.25512 -2.19869 2.47 -0.83 -1.74 1.009
C 0.26532 0.10975 -0.00548 -2.57 3.15 -3.68 1.294
O 0.70571 0.59346 -1.19350 0.33 0.96 2.64 0.452
O -0.35883 0.90242 0.77650 2.03 -0.64 0.82 -0.423
O -0.01197 -1.09123 -0.07012 0.04 -3.08 2.41 -0.332
C 2.89719 -1.09306 -3.19742 5.13 -0.83 3.94 0.753
O 2.48176 -1.70988 -1.99128 1.28 -0.48 -1.91 -0.652
O 1.89907 -0.43857 -3.59213 -1.60 1.71 -3.29 -0.694
O 4.15559 -1.05804 -3.56334 -5.18 -0.41 0.64 -0.769
O -2.72652 1.88286 1.24732 -1.09 -0.09 -0.03 -0.676
H -2.62241 2.62896 1.81984 -0.45 0.92 0.68 0.444
H -1.83064 1.57467 1.24707 0.96 -0.77 -0.24 0.019
O -0.36912 -0.74310 3.00655 0.32 0.70 -0.80 -0.994
H -0.40042 -0.34852 2.08545 0.10 -0.34 1.09 0.428
H 0.45187 -0.34115 3.35904 -0.40 -0.66 -0.16 0.399
O -0.87384 0.17295 -3.54594 0.32 0.80 -0.19 -0.474
H -0.81367 1.11947 -3.33156 0.03 -0.41 0.17 0.201
H -1.69407 0.08109 -4.00231 -0.93 -0.05 -0.43 0.274
O -1.67471 -2.91593 1.67318 0.82 -2.98 0.42 -0.739
H -2.30278 -2.48492 1.15505 -1.65 1.25 -1.46 0.369
H -1.37681 -2.30847 2.31969 0.89 1.26 1.29 0.285
O 1.90553 2.43901 1.21214 1.04 0.70 -0.42 -0.909
H 2.31102 2.71371 0.36293 -0.51 0.19 0.35 0.426
H 1.02503 2.11456 0.99867 -0.29 -0.03 0.18 0.457
O -0.49463 3.85746 1.84427 -1.48 -0.24 0.08 -0.701
H 0.31176 4.31641 1.71101 1.46 0.55 0.28 0.289
H -0.72975 3.66343 0.92098 -0.19 -0.12 -0.09 0.328
O -2.70147 1.54546 -1.53117 -0.76 -0.24 -3.79 -0.762
H -2.80196 1.21386 -0.69565 -1.43 -1.94 3.44 0.250
H -2.03247 2.14540 -1.28403 1.59 2.03 -0.25 0.487
O -1.86672 -2.04709 -2.06727 1.02 -3.10 1.66 -0.451
H -2.64425 -1.61830 -2.29079 -2.44 1.75 -0.66 0.241
H -2.16416 -2.67771 -1.34117 0.81 1.23 -1.19 0.271
O 0.47588 -3.44769 -1.54251 -1.44 -1.58 -1.63 -0.498
H 0.64839 -3.71886 -0.64031 0.69 -0.14 1.46 0.368
H -0.06658 -4.18387 -1.89311 0.51 0.61 0.12 0.270
O 0.59335 -4.15420 1.00182 -0.68 -2.04 0.00 -0.772
H -0.32200 -3.79498 1.11679 0.25 0.12 0.34 0.467
H 0.49086 -5.14450 1.13007 0.33 1.85 -0.11 0.303
O 2.34797 2.56081 -1.65871 -0.91 -0.13 0.51 -0.736
H 2.50554 2.69966 -2.57205 0.92 0.61 -1.39 0.327
H 1.76111 1.77707 -1.74367 0.33 -0.20 0.86 0.052
O -0.62990 2.99596 -0.71654 0.22 -0.08 -0.16 -0.817
H -0.26095 2.12089 -0.43675 -0.52 0.55 0.01 0.098
H 0.01951 3.25364 -1.36686 0.48 0.52 -0.38 0.323
O 2.47873 -2.14961 2.04577 1.96 1.19 0.68 -0.718
H 1.67703 -2.59232 1.89680 -1.59 -0.90 -0.61 0.287
H 2.64176 -1.54307 1.30632 -0.24 -0.17 -0.14 0.357
O 3.28161 0.22702 0.40041 0.56 0.11 1.27 -0.728
H 2.80878 1.08667 0.46750 0.40 -0.88 0.21 0.220
H 3.80041 0.20712 1.24593 -0.64 0.10 -1.14 0.323
O -2.87151 -0.92598 0.22282 -0.85 -0.38 0.46 -0.892
H -1.92317 -0.81018 0.12671 0.71 0.12 -0.04 0.296
H -3.04382 -0.71099 1.15317 -0.14 0.47 -0.35 0.361
O -0.98588 1.87923 3.91939 -0.19 -0.56 0.37 -0.733
H -0.78889 2.43067 3.16901 0.37 0.95 -0.47 0.327
H -0.94275 0.99366 3.53018 -0.21 -0.09 0.40 0.417
```
Positions in Å, forces in eV/Å.

---

Record 2
# C4H14N3

A molecular structure, C4H14N3 (the ωB97M-V functional and the def2-TZVPD basis, the OMol25 dataset).

- F_max (hartree/bohr) = 0.076
- total energy (eV) = -8838.344
- gap between HOMO and LUMO (Eh) = 0.4384
- HOMO energy (Eh) = -0.53621
- total charge = +1
- energy relative to the best compared isomer or geometry (same formula, charge and spin) (kJ/mol) = 161.95

Geometry as XYZ:
```
21
Properties=species:S:1:pos:R:3:forces:R:3:mulliken_charge:R:1
C 0.85858 1.08007 -1.66097 -2.48 -1.62 -1.72 -1.090
C 0.05485 -2.48110 -0.48587 3.22 0.85 -0.63 -0.896
C 0.08901 -0.34784 -1.70494 2.34 1.47 -0.18 -0.368
C -0.29194 1.12667 1.70801 2.46 -0.02 -0.07 0.097
N -0.49659 2.01645 2.65305 -0.52 0.35 0.92 -0.378
N -1.17414 0.50847 1.06972 -3.90 -0.32 0.14 -0.420
N 0.17705 -0.98818 -0.34741 0.30 -0.81 -0.10 -0.293
H 0.30847 1.69119 -0.93537 0.20 0.31 -0.61 0.282
H 1.80408 0.84011 -1.26521 1.55 0.20 0.12 0.364
H 0.87686 1.48429 -2.75209 0.12 -0.42 2.26 0.333
H 0.69228 -2.91880 0.26718 0.16 -0.25 0.30 0.390
H -0.90250 -2.82544 -0.29614 -2.02 -0.48 -0.19 0.317
H 0.51758 -2.76655 -1.47623 -1.01 0.03 1.07 0.299
H 0.67997 -1.04163 -2.41711 -1.53 1.26 0.80 0.376
H -0.95774 -0.10853 -1.94996 0.37 -0.84 -0.10 0.284
H 0.71395 0.83896 1.39977 0.28 0.67 0.48 0.252
H 0.20713 2.44974 3.22843 0.19 -0.19 -0.24 0.263
H -1.39908 1.88291 3.07488 -0.22 0.69 0.38 0.225
H -2.14885 0.78762 1.34733 1.03 -0.64 -0.58 0.175
H -0.68100 -0.47505 0.37590 0.50 0.23 -0.68 0.427
H 1.07201 -0.75337 0.16702 -1.08 -0.47 -1.35 0.360
```
Positions in Å, forces in eV/Å.

---

Record 3
# C6H8N2O

A single C6H8N2O molecule (the ωB97M-V functional and the def2-TZVPD basis, the OMol25 dataset).

- F_max (hartree/bohr) = 0.091
- total energy (eV) = -11374.103
- gap between HOMO and LUMO (Eh) = 0.3482
- SMILES = C1N[C@@H]2C[C@@]23CON=C13
- HOMO energy (Eh) = -0.31730
- energy relative to the best compared isomer or geometry (same formula, charge and spin) (kJ/mol) = 505.91

Geometry as XYZ:
```
17
Properties=species:S:1:pos:R:3:forces:R:3:mulliken_charge:R:1
C 1.17010 -1.30277 0.27418 -1.68 -3.73 2.27 -0.637
C 1.36792 0.84576 -0.42713 -0.60 -0.86 -0.31 -0.281
C 0.92018 1.22945 0.97522 2.41 -0.07 -0.77 -0.776
C -0.10175 0.66099 0.00764 0.93 2.27 1.19 0.699
C -1.46196 0.99044 -0.42156 -1.83 0.67 -1.97 -0.549
C -0.25598 -0.73815 0.16499 -0.60 -4.30 -0.27 0.418
H 1.50569 -2.37537 0.11291 -1.41 1.02 -0.03 0.373
H 1.33055 -1.21254 1.45925 0.62 0.31 -2.64 0.136
H 1.76078 -0.69570 -1.66933 -0.12 -0.48 2.12 0.286
H 1.95316 1.54962 -1.02249 -1.02 0.17 -0.08 0.437
H 1.54857 0.65905 1.73695 -1.69 1.21 -0.48 0.204
H 1.05793 2.29628 0.83889 -0.44 0.23 1.28 0.327
H -1.37190 0.96955 -1.58992 -0.85 -0.19 1.79 0.198
H -2.02196 1.88639 -0.12334 0.66 -0.14 0.07 0.329
N 1.83992 -0.50568 -0.62807 3.27 2.23 -1.77 -0.349
N -1.45484 -1.21932 0.07510 2.68 -0.34 1.01 -0.601
O -2.28619 -0.13957 0.08597 -0.32 2.00 -1.42 -0.213
```
Positions in Å, forces in eV/Å.